{
  "formula": "C28H27CdF6N8O7PS2",
  "method": "wB97M-V/def2-TZVPD",
  "e_tot_ha": -3952.5854,
  "homo_ha": -0.2891,
  "homo_lumo_gap_ev": 7.51,
  "e_above_lowest_ev": 0.3325,
  "lumo_ev": -0.36,
  "spin_multiplicity": 1,
  "symbols": ["Cd", "C", "N", "C", "C", "N", "C", "P", "C", "N", "C", "C", "N", "C", "C", "N", "C", "C", "N", "C", "H", "H", "H", "H", "H", "H", "H", "H", "H", "H", "H", "H", "H", "H", "H", "F", "C", "F", "F", "S", "O", "O", "N", "S", "O", "O", "C", "F", "F", "F", "O", "C", "O", "C", "C", "C", "C", "C", "N", "H", "H", "H", "H", "C", "C", "O", "C", "C", "C", "C", "C", "C", "H", "H", "H", "H", "H", "H", "H", "H"],
  "xyz": [[-0.38939, 0.70717, 0.07968], [4.42439, 1.36081, 4.21741], [3.26194, 1.74266, 3.40231], [2.48144, 2.89750, 3.53941], [1.38896, 2.70682, 2.74484], [1.39484, 1.46050, 2.18370], [2.58233, 0.91275, 2.49208], [3.20949, -0.58049, 1.74301], [1.64156, -1.61480, 1.79389], [0.47036, -1.21711, 1.28778], [-0.45203, -2.20149, 1.59907], [0.13322, -3.20499, 2.30036], [1.50581, -2.80600, 2.39311], [2.47424, -3.47579, 3.25962], [3.61624, -0.65549, 0.05884], [3.14224, -1.67627, -0.66748], [3.71878, -1.59523, -1.90797], [4.55148, -0.48796, -1.98991], [4.45977, 0.11775, -0.74036], [5.46961, 0.98450, -0.15713], [4.13357, 1.19060, 5.25043], [5.23819, 2.12288, 4.20838], [4.76741, 0.41164, 3.75591], [2.70448, 3.68746, 4.23520], [0.56174, 3.38294, 2.56081], [-1.48857, -2.12931, 1.23884], [-0.23987, -4.08601, 2.76470], [2.66537, -4.47683, 2.89169], [2.17210, -3.55322, 4.33587], [3.38392, -2.85942, 3.25313], [3.48592, -2.35503, -2.64235], [5.17136, -0.11901, -2.79304], [6.03061, 1.53438, -0.97797], [6.14600, 0.38693, 0.45992], [4.95290, 1.70555, 0.49651], [-6.08131, 1.00275, 2.04438], [-5.21224, 0.72906, 1.02989], [-5.33596, -0.59882, 0.66586], [-5.52902, 1.47388, -0.01299], [-3.45910, 1.06185, 1.70278], [-2.67966, 0.43585, 0.60925], [-3.49149, 0.40821, 2.97430], [-3.33738, 2.63583, 1.89586], [-2.21237, 3.62512, 1.34384], [-2.06556, 4.72739, 2.23807], [-0.96679, 2.95669, 0.94050], [-2.87592, 4.38706, -0.33221], [-2.97801, 3.39708, -1.24943], [-4.11551, 4.86533, -0.12528], [-2.06838, 5.35115, -0.83207], [2.85259, 3.01914, -1.51927], [1.81675, 2.33117, -1.43630], [1.74149, 1.34953, -0.59579], [0.60328, 2.52605, -2.30449], [0.57096, 3.38515, -3.42969], [-0.52931, 3.37108, -4.24012], [-1.61934, 2.60142, -3.89109], [-1.57865, 1.79103, -2.74929], [-0.48828, 1.82440, -2.01221], [1.49428, 3.98059, -3.52035], [-0.56082, 4.05975, -5.09323], [-2.56237, 2.74661, -4.39554], [-2.44453, 1.23752, -2.34179], [-0.17678, -2.82195, -2.66492], [-1.28030, -2.27577, -1.79677], [-1.18797, -1.13370, -1.29532], [-2.53600, -3.11493, -1.69214], [-2.57434, -4.46651, -2.08618], [-3.77394, -5.17486, -2.08810], [-4.94535, -4.57850, -1.60748], [-4.88825, -3.25134, -1.19090], [-3.72877, -2.50578, -1.22093], [0.51593, -2.00960, -2.83302], [-0.54270, -3.22539, -3.64843], [0.32151, -3.61756, -2.04407], [-1.65265, -4.99066, -2.34557], [-3.77930, -6.22401, -2.43009], [-5.88791, -5.17996, -1.54428], [-5.80140, -2.81019, -0.72925], [-3.73951, -1.51953, -0.81644]]
}